No. 1
15
Properties=species:S:1:pos:R:3 method="wB97M-V/def2-TZVPD" smiles="CN[C@@H](C)C=O" e_lumo_ev=0.7 homo_lumo_gap_ev=10.5 homo_ev=-9.78
C 0.90799 1.05408 1.24554
N -0.29279 0.23028 0.93572
C -0.20090 -0.10004 -0.54376
C 0.58615 -1.51987 -0.62724
C -1.72659 0.04463 -0.89324
O -2.33172 -0.44765 -1.86556
H 0.78355 2.09016 0.67387
H 1.01050 1.40608 2.39158
H 2.03188 0.51727 1.08630
H -1.03631 0.87134 0.99866
H 0.44056 0.60951 -1.15342
H 0.59694 -1.93149 0.36156
H -0.10630 -2.19598 -1.29570
H 1.59708 -1.44007 -1.01433
H -2.26004 0.81175 -0.29997

---

No. 2
15
Properties=species:S:1:pos:R:3 method="wB97M-V/def2-TZVPD" smiles="CCN(C)C=O" e_lumo_ev=0.9 homo_lumo_gap_ev=10.2 homo_ev=-9.35
C -1.19340 0.57379 1.48985
C -1.19646 0.34162 -0.00698
N 0.03775 -0.19749 -0.60713
C -0.11112 -1.31173 -1.55668
C 1.26440 0.01034 -0.08497
O 1.57685 0.83055 0.75147
H -2.13446 1.01558 1.79571
H -1.03561 -0.34205 2.04860
H -0.40917 1.25200 1.79960
H -2.00265 -0.33859 -0.23120
H -1.40572 1.28029 -0.52744
H 0.25197 -1.01039 -2.53338
H 0.39059 -2.21342 -1.22627
H -1.17618 -1.43844 -1.74118
H 2.04474 -0.64365 -0.52088

---

No. 3
15
Properties=species:S:1:pos:R:3 method="wB97M-V/def2-TZVPD" smiles=C[C@H]1N[C@H]1CO e_lumo_ev=1.0 homo_lumo_gap_ev=10.1 homo_ev=-9.10
C 0.69274 -1.36259 -0.72913
C -0.62410 -0.70427 -0.50834
N -1.20552 -0.29944 0.72295
C -0.73419 0.79903 -0.08679
C 0.43029 1.54756 0.55253
O 1.21299 0.71875 1.39035
H 0.92489 -1.35016 -1.80445
H 1.46833 -0.81792 -0.19287
H 0.63828 -2.39676 -0.39673
H -1.39905 -0.99439 -1.24023
H -2.19974 -0.45782 0.78330
H -0.95244 0.88448 -1.14106
H 0.09729 2.42569 1.13938
H 1.06480 1.93352 -0.24924
H 0.58542 0.07433 1.76034

---

No. 4
15
Properties=species:S:1:pos:R:3 method="wB97M-V/def2-TZVPD" e_lumo_ev=-1.4 homo_lumo_gap_ev=7.7 homo_ev=-9.15
C 0.37799 1.83655 0.70218
C 0.15299 1.07364 -0.50549
N 0.47122 -0.33814 -0.22333
C 0.21897 -1.26713 -1.38084
C -0.10578 -0.89933 1.02984
O -0.45794 1.41370 -1.56531
H -1.49567 1.08537 1.00141
H 1.12036 1.78869 1.40144
H 0.01315 2.78124 0.40102
H -0.85734 -1.17115 -1.60230
H 0.51281 -2.29715 -1.08418
H 0.75075 -0.93545 -2.22940
H -1.08539 -1.39106 0.90239
H 0.60508 -1.64158 1.43052
H -0.22121 -0.03821 1.72205

---

No. 5
15
Properties=species:S:1:pos:R:3 method="wB97M-V/def2-TZVPD" smiles=C[NH2+][O-].C#CC e_lumo_ev=0.7 homo_lumo_gap_ev=9.1 homo_ev=-8.46
C 1.80291 -1.27952 -1.06131
N 0.39660 -1.20523 -0.57316
O -0.42740 -0.26615 -1.31596
H 2.22912 -0.16433 -1.25059
H 2.38934 -1.78561 -0.25672
H 1.90138 -1.80835 -2.02377
H 0.33186 -1.03399 0.38192
H 0.00762 -2.17554 -0.93418
C -1.40749 0.00956 1.88785
C -1.39548 1.00994 1.28910
C -1.14702 2.18641 0.49930
H -1.41763 -0.81432 2.60221
H -0.19590 2.02885 0.00435
H -1.90146 2.21222 -0.25611
H -1.16647 3.08609 1.00705

---

No. 6
15
Properties=species:S:1:pos:R:3 method="wB97M-V/def2-TZVPD" smiles="CCN=C=O.C" e_lumo_ev=0.8 homo_lumo_gap_ev=11.1 homo_ev=-10.30
C 1.66070 0.46432 1.07362
C 1.71936 0.40838 -0.44851
N 0.41508 0.51410 -1.06110
C -0.54378 1.23684 -0.97341
O -1.53938 1.86477 -0.97924
H 2.67375 0.45882 1.48832
H 1.11465 -0.39437 1.47587
H 1.15955 1.37872 1.40867
H 2.35164 1.21328 -0.83946
H 2.16034 -0.53678 -0.77742
C -2.23421 -1.32422 -0.07381
H -1.19059 -1.46381 -0.36429
H -2.79310 -2.24470 -0.25452
H -2.66593 -0.51054 -0.66156
H -2.28807 -1.06483 0.98684

---

No. 7
15
Properties=species:S:1:pos:R:3 method="wB97M-V/def2-TZVPD" e_lumo_ev=0.9 homo_lumo_gap_ev=10.8 homo_ev=-9.91
C -2.01937 -0.69124 -1.48315
C -0.71419 -0.37068 -0.77520
N -0.94096 0.63206 0.26186
C 0.07862 1.11915 0.81267
O 1.35759 0.86672 0.40409
C 2.21647 0.19691 1.31498
H -2.40700 0.20268 -1.99130
H -1.85705 -1.49642 -2.20841
H -2.77089 -1.03157 -0.75979
H 0.05937 -0.04928 -1.48626
H -0.32987 -1.27543 -0.28488
H -0.03243 1.85050 1.61434
H 2.57004 0.85989 2.12073
H 3.07161 -0.12994 0.71454
H 1.71807 -0.68336 1.74577

---

No. 8
15
Properties=species:S:1:pos:R:3 method="wB97M-V/def2-TZVPD" smiles="C=C=NC.CO" e_lumo_ev=-0.2 homo_lumo_gap_ev=8.4 homo_ev=-8.68
C 0.25073 1.30919 -2.19973
C 0.23232 0.74069 -1.01500
N 0.88684 0.26561 -0.03834
C 1.41897 1.02415 1.05699
H -0.61739 1.80294 -2.60235
H 1.14336 1.29006 -2.80718
H 1.84970 0.33026 1.77808
H 0.64870 1.62178 1.54664
H 2.20818 1.68366 0.67492
C -1.41666 -2.05310 0.76727
O -1.21286 -0.67571 0.68169
H -0.61310 -2.50659 1.36570
H -2.36594 -2.24673 1.27934
H -1.48173 -2.55069 -0.20906
H -0.93111 -0.03551 -0.27896

---

No. 9
15
Properties=species:S:1:pos:R:3 method="wB97M-V/def2-TZVPD" charge=+1 spin_multiplicity=2 e_lumo_ev="-3.5 / -8.4" homo_lumo_gap_ev="10.5 / 5.5" homo_ev="-14.01 / -13.97"
C -1.74565 2.40141 0.00873
N -1.35057 1.06009 -0.34954
C -0.17001 0.43804 0.18097
C 0.12731 -0.97444 -0.21765
C 1.45787 -1.37920 0.45739
O 2.19812 -2.05569 -0.16787
H -1.47300 2.77909 1.00337
H -1.44142 3.06041 -0.81514
H -2.83848 2.48923 0.02805
H -2.13602 0.40331 -0.27776
H 0.64831 1.13159 -0.04412
H -0.42606 0.28642 1.25469
H 0.21689 -1.25539 -1.26874
H -0.70743 -1.61244 0.12944
H 1.49904 -1.09624 1.52669

---

No. 10
16
Properties=species:S:1:pos:R:3 method="wB97M-V/def2-TZVPD" e_lumo_ev=0.5 homo_lumo_gap_ev=10.3 homo_ev=-9.84
C -2.10487 -0.00291 -0.72539
C -0.65584 0.32157 -0.43590
O -0.41310 1.53077 0.08861
C 0.18390 -0.84621 0.05614
C 1.70134 -0.67089 -0.01964
O 2.42397 -1.59220 -0.35690
N 2.14192 0.55642 0.34429
H -2.58160 -0.14927 0.25082
H -2.22443 -0.90848 -1.32700
H -2.58734 0.84811 -1.21023
H -0.16555 0.40937 -1.77812
H -0.09465 1.19946 -1.23428
H -0.09972 -0.94706 1.11388
H -0.06690 -1.77526 -0.46111
H 3.13229 0.73981 0.30027
H 1.46382 1.28887 0.53806

---

No. 11
16
Properties=species:S:1:pos:R:3 method="wB97M-V/def2-TZVPD" smiles="NC(=O)CCCO" e_lumo_ev=0.9 homo_lumo_gap_ev=10.7 homo_ev=-9.85
N 2.25937 -0.73838 1.69892
C 1.02028 -0.98535 1.19317
O 0.31620 -1.86943 1.64840
C 0.60045 -0.10790 0.02213
C -0.91516 0.10149 0.01546
C -1.54285 0.49139 -1.30873
O -1.18934 1.82894 -1.60946
H 2.56215 -1.32331 2.46261
H 2.83625 0.02545 1.39130
H 1.11464 0.85144 0.05695
H 0.95606 -0.57906 -0.90740
H -1.36189 -0.82605 0.36279
H -1.19297 0.87009 0.75125
H -1.21118 -0.18985 -2.10966
H -2.63682 0.38120 -1.22659
H -1.61519 2.06933 -2.44114

---

No. 12
16
Properties=species:S:1:pos:R:3 method="wB97M-V/def2-TZVPD" smiles="NC(=O)CCCO" e_lumo_ev=0.7 homo_lumo_gap_ev=10.5 homo_ev=-9.73
N -1.35318 1.36599 0.16155
C -0.06290 1.75903 -0.04586
O 0.30439 2.91694 0.02015
C 0.88516 0.60610 -0.37129
C 0.83673 -0.53382 0.66985
C -0.06370 -1.74635 0.22647
O -0.99408 -1.42729 -0.80661
H -2.04879 2.08996 0.24857
H -1.64393 0.42103 -0.06399
H 0.58869 0.23640 -1.37588
H 1.88337 1.01549 -0.51460
H 1.85255 -0.90481 0.86790
H 0.45174 -0.13993 1.62043
H 0.57935 -2.58648 -0.09024
H -0.66029 -2.07288 1.08879
H -0.51046 -0.90800 -1.48177